Entry 1:
55
Properties=species:S:1:pos:R:3:forces:R:3 method="wB97M-V/def2-TZVPD" largest_force_ev_per_a=4.50 orbital_gap_ev=6.96 total_charge=+1 e_tot_ha=-2042.26911
C 5.428604 -3.374175 2.095817 -0.2 -0.5 0.1
C 4.682132 -3.245793 0.693826 -3.0 -2.1 -0.3
O 3.656443 -3.936691 0.477991 3.7 2.5 0.7
O 5.114257 -2.397704 -0.364904 -0.4 0.2 2.0
C 4.750065 -1.019126 -0.137102 -0.3 1.4 -0.8
C 3.155034 -0.768629 -0.093504 0.5 0.1 0.4
C 2.912421 0.765576 -0.512381 -0.4 -1.7 0.9
C 1.344748 1.179641 -0.514720 2.1 2.0 -0.2
C 1.435944 2.771132 -0.835928 0.0 0.0 -1.3
O 0.505176 3.581500 -0.086089 1.8 0.1 1.6
C 1.045929 4.005829 1.151416 1.5 0.8 2.6
C 0.066406 4.901426 2.071597 -0.6 -1.1 -1.3
O 2.170678 3.718098 1.599189 -3.3 0.3 -2.4
C 0.475631 0.680974 0.721422 1.7 -2.3 -0.3
F 0.823878 1.070488 2.038778 -1.0 0.4 -2.7
S -1.272240 0.857310 0.124774 0.0 -0.4 -1.9
C -0.763357 0.434122 -1.606616 1.6 0.6 1.2
C -1.638367 -0.075844 -2.828603 -1.1 0.6 -0.1
C -3.211017 -0.170288 -2.543475 -0.6 -0.7 -0.5
C -3.617511 -1.122222 -1.307264 -0.5 1.4 0.2
C -4.500942 -0.207908 -0.298576 0.5 0.2 -0.1
N -4.376209 -0.716811 1.097368 -0.7 -0.8 -0.4
C -5.404367 -1.728577 1.426428 -1.8 -0.8 1.2
N -6.703696 -1.551693 1.400156 3.0 0.7 -0.5
N -4.904403 -3.038519 1.869715 0.0 2.5 0.6
N 0.578929 0.647585 -1.715838 -2.3 -2.3 0.1
S 1.264109 0.273076 -3.268908 0.8 0.1 -0.3
H 6.518886 -3.703363 2.006750 -1.5 0.8 -0.1
H 4.886391 -4.211366 2.666094 0.7 1.3 -1.1
H 5.339619 -2.440804 2.749118 0.3 -1.1 -1.2
H 5.276312 -0.548217 0.775981 -0.9 -0.9 -1.2
H 5.132069 -0.418345 -1.042315 -0.3 -1.2 1.3
H 2.585225 -1.515222 -0.763627 1.1 1.1 0.9
H 2.821017 -0.954188 0.985012 0.2 0.3 -1.5
H 3.444305 1.413618 0.269177 -1.0 -0.7 -1.2
H 3.400263 0.908790 -1.534661 -0.9 0.2 1.3
H 2.519089 3.152881 -0.799679 -1.8 -0.6 0.5
H 1.127408 2.877171 -1.943352 0.3 0.0 1.8
H -0.646834 5.494643 1.413575 0.9 -0.7 0.9
H 0.634075 5.582716 2.777774 -0.5 -1.2 -1.0
H -0.571816 4.132007 2.646809 1.0 1.3 -0.7
H 0.611589 -0.461192 0.771428 -0.1 1.6 -0.2
H -1.291988 -1.086043 -3.255877 -0.1 1.5 1.1
H -1.511420 0.669497 -3.701289 0.1 -1.0 1.5
H -3.714141 0.863609 -2.450536 1.1 -1.5 0.0
H -3.678899 -0.633136 -3.491439 0.9 0.8 1.3
H -4.228297 -2.019710 -1.674690 1.1 1.2 0.7
H -2.695343 -1.434303 -0.709627 -1.4 0.1 -0.9
H -5.595650 -0.138744 -0.611395 1.4 -0.1 0.1
H -4.090928 0.870563 -0.311909 -0.6 -1.7 0.0
H -4.356208 0.040669 1.788944 -0.4 -0.5 -0.4
H -6.868145 -0.570943 1.090041 -0.1 -0.8 0.2
H -4.050725 -2.875032 2.438629 -0.6 -0.3 -0.8
H -5.605052 -3.449716 2.508987 0.3 0.2 -0.8
H 1.590927 -1.078617 -3.252498 -0.4 0.9 0.7


Entry 2:
42
Properties=species:S:1:pos:R:3:forces:R:3 method="wB97M-V/def2-TZVPD" largest_force_ev_per_a=7.11 orbital_gap_ev=1.26 total_charge=+3 e_tot_ha=-1272.64540 de_lowest_ev=16.721
Hf 3.623459 1.005887 -0.287908 -1.6 -0.6 0.0
F 0.083519 -0.814293 -0.079968 1.5 0.7 -0.1
C 1.219629 -6.292243 4.163362 -0.5 -0.5 -1.2
O 0.038039 -6.107423 4.411162 -1.4 1.0 -0.6
N 1.924909 -6.838743 5.113082 2.8 -0.9 2.0
N 1.820699 -6.089913 2.967042 -1.1 0.6 -0.2
H 2.925989 -6.711543 5.071252 0.1 -0.2 0.4
H 1.518179 -7.042403 6.014862 -0.2 0.0 -0.1
H 1.155599 -5.751333 2.286512 0.6 0.0 -0.3
H 2.804759 -6.184593 2.760272 -0.3 0.0 0.2
C 1.341559 1.892497 -6.264448 0.4 -3.2 0.3
O 1.793229 1.663997 -5.171528 0.7 -0.9 1.8
N 1.210029 3.038207 -6.777388 -0.3 6.5 -2.7
N 0.983059 0.993657 -7.201078 -0.7 -3.2 0.0
H 1.018179 3.005747 -7.768468 0.1 0.8 0.2
H 1.753829 3.835857 -6.480508 -0.2 -0.1 0.3
H 0.586199 1.224347 -8.100738 0.2 0.0 0.3
H 0.920729 0.024187 -6.924758 0.0 0.1 -0.1
C 0.237589 6.433257 -0.607388 -0.1 -0.8 0.0
O 0.594949 5.301347 -0.441538 0.6 -3.1 0.2
N -0.844431 6.869617 -1.168888 -4.2 -0.4 -2.3
N 0.928369 7.452347 -0.255228 3.2 3.3 1.7
H -0.962621 7.862527 -1.311208 -0.5 -0.5 -0.3
H -1.443401 6.202817 -1.634408 -0.2 0.4 0.0
H 0.567999 8.312687 -0.642608 1.4 0.4 0.7
H 1.806599 7.286627 0.215232 -0.1 0.7 -0.2
C 1.132209 2.492377 5.624982 1.3 -4.7 -3.3
O 1.668349 2.087927 4.578862 1.0 -0.4 -0.9
N 0.563279 1.600147 6.382502 -1.9 -1.7 2.6
N 1.128629 3.714537 5.886052 -0.5 5.2 1.8
H -0.104511 1.857787 7.095072 0.1 0.0 0.1
H 0.749179 0.610007 6.310552 0.0 0.3 -0.5
H 1.866529 4.263947 5.469212 -0.6 0.4 0.1
H 0.420899 4.033487 6.532182 0.6 0.8 0.1
C -4.311021 -4.722473 -2.843978 -1.7 -1.9 0.4
O -4.499561 -3.716023 -3.429628 -0.7 2.6 -2.2
N -5.037921 -5.868213 -3.021478 -0.8 -1.1 -1.5
N -3.610071 -4.829323 -1.762668 3.0 0.1 3.2
H -5.146291 -6.542843 -2.277688 -0.1 0.2 0.0
H -5.773521 -5.857393 -3.713488 0.0 0.0 -0.2
H -3.319421 -5.727713 -1.404188 -0.2 0.3 0.2
H -3.333401 -3.969343 -1.311018 0.4 -0.2 0.0


Entry 3:
16
Properties=species:S:1:pos:R:3:forces:R:3 method="wB97M-V/def2-TZVPD" largest_force_ev_per_a=0.87 orbital_gap_ev=8.88 e_tot_ha=-271.55919 de_lowest_ev=5.263
C -2.345652 1.067812 -0.205925 -0.3 0.1 0.0
O -0.994141 0.762988 -0.452975 0.1 0.1 0.0
C -0.714102 -0.621240 -0.480848 0.2 -0.4 0.1
C 0.687000 -1.032448 -0.717107 0.5 0.5 0.5
C 2.120107 -0.868904 0.862255 -0.3 -0.1 -0.3
C 2.034722 0.480809 0.720501 -0.3 -0.2 -0.3
H -2.714525 0.600754 0.721756 0.1 0.0 -0.1
H -2.418422 2.153010 -0.097789 0.0 -0.2 0.0
H -3.003055 0.756325 -1.031629 0.1 0.0 0.1
H -1.254689 -1.136494 0.329166 0.3 0.1 0.0
H -1.073487 -1.105648 -1.431384 -0.1 0.2 0.2
H 1.066920 -0.360784 -1.502734 0.3 0.0 0.3
H 2.965845 -1.412688 0.450199 -0.3 0.0 -0.1
H 1.581085 -1.375497 1.656448 -0.1 0.0 -0.2
H 1.330583 1.076157 1.290806 0.0 -0.1 -0.1
H 2.740420 1.024182 0.095976 -0.2 -0.1 0.0


Entry 4:
100
Properties=species:S:1:pos:R:3:forces:R:3 method="wB97M-V/def2-TZVPD" largest_force_ev_per_a=2.46 orbital_gap_ev=8.60 e_tot_ha=-7948.60270
C -1.417757 -2.063573 -3.240056 -0.2 0.6 -0.1
C -2.739638 -1.428789 -2.753560 0.3 -1.0 0.4
C -3.354604 -2.093072 -1.495634 0.3 1.0 -0.2
C -3.424429 -1.119354 -0.319591 0.0 -0.9 0.3
C -2.112155 -1.002228 0.467452 -0.8 1.0 0.1
C -1.371361 0.295575 0.145717 0.5 -1.2 -0.6
C -0.323784 0.677360 1.214713 0.2 0.9 0.0
C 0.534570 -0.496260 1.638963 0.3 -1.1 0.1
Br 1.132065 -0.706518 3.455440 -0.2 0.2 -0.4
C 0.986292 -1.397486 0.756462 -0.3 0.0 0.0
C 0.729116 -1.388965 -0.717949 0.5 0.0 -0.4
Br 2.120876 -2.871258 1.194695 0.0 0.3 0.2
C -1.263566 1.405058 2.268832 -1.1 -0.1 -0.2
C -1.334093 1.186730 3.767600 0.1 -0.3 0.6
I -2.714499 -0.352052 4.295447 0.3 0.1 -0.2
C -0.707480 1.844829 4.737306 -0.3 0.2 -0.2
C 0.257902 2.959484 4.483274 0.1 0.0 0.9
I -0.917325 1.420387 6.784724 0.1 0.0 -0.2
C -1.236864 2.869657 1.807793 0.4 -0.4 0.4
O -2.112304 3.690950 1.962187 0.7 -0.4 0.1
N -0.002100 3.080557 1.201745 -0.6 0.3 0.0
C 0.657236 1.848093 0.662835 -0.9 1.9 0.7
C 2.068935 2.013210 1.275594 0.1 -1.0 0.0
C 3.212951 1.043039 1.012650 0.2 -0.5 -0.4
C 3.683003 0.794179 -0.426009 0.6 1.3 0.2
C 4.526876 1.980616 -0.915729 0.0 0.1 -0.1
C 0.695123 2.129511 -0.878986 0.3 -0.3 0.3
C -0.153997 3.254608 -1.409931 0.0 -0.3 -1.3
O -1.544433 2.986648 -1.311054 0.0 0.1 0.5
C -2.299063 4.155021 -1.310143 -0.1 0.0 0.0
C -3.753004 3.781936 -1.137740 -0.3 -0.1 0.1
F -4.465106 4.833381 -0.684301 0.2 -0.4 -0.2
F -4.301661 3.412710 -2.331958 0.1 0.0 0.3
F -3.935478 2.751801 -0.291696 -0.1 0.4 -0.3
H -1.071397 -2.891014 -2.634900 -0.1 -0.2 0.0
H -1.494905 -2.376994 -4.274467 0.0 -0.2 -0.2
H -0.640096 -1.304474 -3.209698 0.3 0.0 -0.1
H -3.469524 -1.487353 -3.550860 -0.1 0.4 -0.2
H -2.534133 -0.398622 -2.502231 -0.2 0.4 -0.3
H -4.352562 -2.459871 -1.706753 -0.2 -0.2 -0.1
H -2.728406 -2.918650 -1.173154 -0.1 -0.4 0.0
H -3.780623 -0.136804 -0.617362 0.0 0.2 -0.3
H -4.169253 -1.495111 0.365125 -0.2 -0.1 0.2
H -1.486602 -1.872428 0.308946 -0.1 -0.1 0.1
H -2.396665 -0.992315 1.513861 0.2 -0.1 0.3
H -2.078619 1.095112 -0.004005 -0.1 0.4 0.2
H -0.917829 0.148726 -0.827673 -0.1 0.4 0.0
H 1.298779 -2.160625 -1.212554 0.1 -0.2 0.0
H -0.307183 -1.541208 -0.989419 0.2 -0.2 0.1
H 1.054423 -0.444481 -1.135227 0.0 0.1 -0.1
H -2.281770 1.128912 2.021024 -0.1 -0.3 -0.4
H -0.056278 3.650999 3.718312 0.0 0.0 -0.3
H 1.248103 2.541722 4.324714 0.2 0.0 -0.3
H 0.343127 3.545120 5.390581 0.0 0.2 0.1
H 0.566842 3.657416 1.802049 0.2 0.4 -0.4
H 2.401639 3.010136 0.993478 0.0 0.2 -0.3
H 1.943162 2.057859 2.352498 -0.1 -0.1 0.3
H 4.076938 1.452544 1.530542 0.2 0.1 0.2
H 3.070912 0.081934 1.490918 -0.4 -0.1 0.2
H 2.895706 0.659569 -1.153804 -0.3 -0.4 0.0
H 4.350790 -0.052445 -0.443974 -0.2 -0.5 0.1
H 3.927351 2.766098 -1.363787 -0.1 0.1 0.0
H 5.087582 2.428583 -0.100326 0.1 0.0 0.2
H 5.260916 1.676188 -1.655624 0.0 -0.1 -0.3
H 0.530572 1.271769 -1.520276 -0.1 -0.2 0.1
H 1.703339 2.458676 -1.097617 0.3 0.0 -0.1
H 0.127191 4.226919 -1.023311 -0.2 0.1 0.6
H 0.073424 3.315859 -2.478808 0.1 0.0 -0.2
H -2.230476 4.691701 -2.259654 0.1 0.1 -0.1
H -2.011228 4.831025 -0.506019 0.0 0.0 0.2
O 0.569564 -4.411107 -2.023240 -0.8 0.6 1.7
H 0.167735 -5.127436 -1.522324 -0.1 0.1 0.1
H 1.410422 -4.775886 -2.328143 -1.1 0.1 0.3
O 1.934341 -5.237753 -3.632991 1.5 -0.7 -1.8
H 2.325299 -5.937691 -4.165832 0.1 -0.1 0.0
H 2.626430 -4.569205 -3.575281 0.2 0.2 -0.5
O 2.589585 2.552799 -3.506946 0.0 0.0 -0.1
H 2.234128 2.046979 -4.244795 0.0 0.0 0.0
H 3.318687 3.051623 -3.888391 0.0 0.0 0.0
O -6.222288 -0.649263 0.718665 -0.3 0.1 0.1
H -5.885740 -0.112142 -0.005057 0.1 0.0 0.0
H -6.909561 -0.107947 1.120444 0.0 -0.1 0.0
O 2.067775 -5.345841 3.565664 0.1 -0.1 -0.1
H 1.840677 -6.155688 3.099126 0.0 0.0 0.0
H 1.864824 -4.641056 2.935705 0.0 0.1 0.2
O 3.707251 -5.809850 -1.407053 -0.1 0.1 -0.1
H 2.827625 -5.630615 -1.767967 0.4 -0.3 0.2
H 3.608183 -6.636354 -0.926798 0.1 0.0 0.1
O 5.139173 -5.897115 4.778165 -0.1 -0.1 -0.1
H 4.269856 -5.747893 4.383828 -0.1 0.1 0.0
H 5.030383 -6.700846 5.293313 0.0 0.0 0.1
O -2.165648 1.676118 -4.143583 0.1 0.1 -0.1
H -1.852185 2.238712 -4.858026 0.0 0.0 0.0
H -2.831005 2.207422 -3.692381 0.0 -0.1 0.1
O 5.344047 -1.223352 -2.351686 0.1 -0.1 0.0
H 6.141709 -0.722856 -2.548615 0.0 0.0 0.0
H 5.634465 -1.894187 -1.724829 -0.1 0.0 0.0
O -5.357735 2.088831 5.232226 -0.1 -0.1 0.0
H -4.927762 1.257158 4.997817 0.0 0.1 0.0
H -5.492052 2.531881 4.389436 0.0 0.0 0.0